<P>
{"formula": "C4H10N2OS", "method": "ωB97M-V/def2-TZVPD", "homo_lumo_gap_ev": 9.834, "smiles": "[H]/N=C(/NS)[C@H](C)CO", "lumo_ev": 0.7, "e_homo_ev": -9.16, "elements": ["H", "N", "C", "N", "S", "C", "C", "C", "O", "H", "H", "H", "H", "H", "H", "H", "H", "H"], "xyz": [[-1.5765, -0.6363, -2.3781], [-2.0254, -0.4832, -1.4762], [-1.1815, -0.2607, -0.5501], [-1.7185, -0.1223, 0.7384], [-1.1685, -0.8583, 2.1579], [0.3286, 0.0616, -0.7554], [1.2178, -1.1077, -0.4128], [0.7518, 1.3730, -0.0808], [0.9884, 1.3767, 1.3530], [-2.7454, -0.1476, 0.6973], [-0.9409, 0.2252, 2.8609], [0.3757, 0.2307, -1.8926], [2.3037, -0.7877, -0.4309], [1.0299, -1.9499, -1.1861], [1.0602, -1.5096, 0.6020], [-0.0682, 2.1238, -0.2099], [1.6849, 1.7400, -0.5688], [1.6839, 0.7324, 1.5323]]}


<Q>
{"formula": "C4H10N2OS", "method": "ωB97M-V/def2-TZVPD", "homo_lumo_gap_ev": 7.586, "smiles": "[NH3+]/C=C(\\[O-])NCCS", "lumo_ev": 0.4, "e_homo_ev": -7.16, "elements": ["N", "C", "C", "O", "N", "C", "C", "S", "H", "H", "H", "H", "H", "H", "H", "H", "H", "H"], "xyz": [[-2.6284, -1.0275, -0.5761], [-1.5840, -0.3696, 0.2169], [-0.4826, -1.2164, 0.3769], [-0.6173, -2.3893, -0.1016], [0.6775, -0.8412, 0.9899], [0.9632, 0.5304, 1.3207], [1.8777, 1.2284, 0.2878], [1.0070, 2.0029, -1.0885], [-3.5995, -0.9219, -0.2947], [-2.6014, -0.7838, -1.5666], [-2.2954, -2.0199, -0.4601], [-1.8870, 0.6009, 0.5602], [1.4075, -1.5306, 1.0013], [0.0530, 1.0737, 1.5983], [1.4895, 0.6724, 2.2800], [2.5940, 0.4679, -0.0056], [2.3759, 2.0205, 0.8537], [0.2887, 0.9761, -1.5766]]}


Most stable structure - <P>; separation to the second - 43.1 kJ/mol.


<P>
{"formula": "C3H14O4", "method": "ωB97M-V/def2-TZVPD", "homo_lumo_gap_ev": 10.094, "smiles": "CC(C)O.O.O.O", "lumo_ev": 0.3, "e_homo_ev": -9.82, "elements": ["C", "C", "C", "O", "H", "H", "H", "H", "H", "H", "H", "H", "O", "H", "H", "O", "H", "H", "O", "H", "H"], "xyz": [[-0.3978, 1.4417, -0.3548], [0.7767, 1.0580, -1.2955], [1.1155, -0.4101, -1.2291], [1.8598, 1.9562, -1.0272], [-0.7481, 2.3924, -0.7519], [-0.0755, 1.4092, 0.6775], [-1.2485, 0.7892, -0.5751], [0.5159, 1.3853, -2.2995], [0.2644, -0.9858, -1.5765], [1.3065, -0.7637, -0.2142], [2.0302, -0.5807, -1.7963], [2.3211, 1.6966, -0.2092], [-4.9126, -1.9465, 0.6707], [-5.8357, -2.0140, 0.4155], [-4.4324, -1.7342, -0.1120], [3.4982, 0.4617, 0.8796], [4.2385, 1.0680, 0.8357], [3.2171, 0.3832, 1.7853], [-1.2865, -2.2747, 2.0737], [-1.7509, -1.4769, 1.7835], [-0.4557, -1.8548, 2.3196]]}


<Q>
{"formula": "C3H14O4", "method": "ωB97M-V/def2-TZVPD", "homo_lumo_gap_ev": 10.285, "smiles": "CO.CO.CO.O", "lumo_ev": 0.3, "e_homo_ev": -9.95, "elements": ["C", "O", "H", "H", "H", "H", "C", "O", "H", "H", "H", "H", "C", "O", "H", "H", "H", "H", "O", "H", "H"], "xyz": [[-2.0458, 1.5077, -2.9204], [-1.0527, 1.8917, -2.0122], [-1.9393, 0.4263, -3.0059], [-3.0640, 1.6737, -2.5685], [-1.9157, 2.1416, -3.7975], [-0.3760, 1.2143, -2.0822], [3.1911, -1.9112, -0.9914], [2.0011, -1.6524, -1.6319], [3.7369, -1.0074, -0.7203], [3.1154, -2.5922, -0.1437], [3.8761, -2.3358, -1.7253], [2.1273, -2.0797, -2.4823], [-2.0586, -0.3339, 3.4416], [-0.8890, -0.1472, 4.2650], [-2.8806, -0.8241, 3.9634], [-2.3279, 0.5182, 2.8176], [-1.7948, -1.0323, 2.6475], [-0.3529, 0.4686, 3.7600], [1.0366, 1.4552, 1.4081], [0.4849, 1.9931, 0.8402], [1.1279, 0.6260, 0.9386]]}


<R>
{"formula": "C3H14O4", "method": "ωB97M-V/def2-TZVPD", "homo_lumo_gap_ev": 10.850, "smiles": "CCCO.O.O.O", "lumo_ev": 0.5, "e_homo_ev": -10.34, "elements": ["C", "C", "C", "O", "H", "H", "H", "H", "H", "H", "H", "H", "O", "H", "H", "O", "H", "H", "O", "H", "H"], "xyz": [[1.3622, -3.0412, 0.2861], [2.3144, -1.7626, 0.4158], [1.6296, -0.4765, -0.0874], [0.4567, -0.2809, 0.7404], [1.7107, -3.7354, -0.5186], [1.3399, -3.5238, 1.2668], [0.3320, -2.6841, -0.0185], [3.2339, -1.9752, -0.1537], [2.5968, -1.9171, 1.4417], [1.2401, -0.5810, -1.0938], [2.1667, 0.4921, 0.1373], [-0.0981, 0.4753, 0.4668], [-1.3347, 1.9225, -2.5280], [-0.4197, 1.8245, -2.2511], [-1.8559, 1.9801, -1.7189], [-2.6687, 0.3778, -0.6931], [-1.8948, -0.1981, -0.5553], [-2.6018, 0.3010, -1.6622], [-0.8684, 2.5220, 1.9625], [-1.7253, 2.2743, 2.3308], [-0.2904, 2.4204, 2.7306]]}


Most stable structure - <P>; separation to the second - 55.0 kJ/mol.


<P>
{"formula": "C3H9N3O", "method": "ωB97M-V/def2-TZVPD", "homo_lumo_gap_ev": 10.005, "smiles": "C=C(ON)C(N)N", "lumo_ev": 1.0, "e_homo_ev": -9.05, "elements": ["C", "C", "O", "N", "C", "N", "N", "H", "H", "H", "H", "H", "H", "H", "H", "H"], "xyz": [[-0.8611, -1.6126, 0.7586], [-0.1345, -0.7766, 0.0092], [1.1456, -1.3100, -0.4667], [2.2190, -0.3422, -0.3518], [-0.4150, 0.6436, -0.4016], [0.1600, 1.6352, 0.4623], [-1.8451, 0.8684, -0.2524], [-0.4696, -2.5945, 1.0145], [-1.8391, -1.3367, 1.1397], [2.6168, -0.3759, -1.2919], [2.8783, -0.8434, 0.2453], [-0.1170, 0.8116, -1.4408], [-0.1955, 1.4496, 1.3973], [1.1588, 1.3993, 0.5069], [-2.3287, 0.5061, -1.0693], [-1.9730, 1.8782, -0.2593]]}


<Q>
{"formula": "C3H9N3O", "method": "ωB97M-V/def2-TZVPD", "homo_lumo_gap_ev": 10.171, "smiles": "C/C=N/NNCO", "lumo_ev": 1.1, "e_homo_ev": -9.10, "elements": ["C", "C", "N", "N", "N", "C", "O", "H", "H", "H", "H", "H", "H", "H", "H", "H"], "xyz": [[0.2916, -2.5492, -1.9242], [0.2472, -1.0460, -1.6608], [0.2903, -0.6376, -0.4897], [0.0589, 0.8653, -0.2948], [-0.5878, 1.1987, 0.9125], [0.2993, 1.6011, 2.0736], [-0.4466, 2.3289, 3.0246], [1.2888, -2.7537, -2.0838], [-0.2180, -3.1078, -1.0870], [-0.3472, -2.9263, -2.7925], [0.0796, -0.5373, -2.5775], [-0.3188, 1.2067, -1.1796], [-1.2543, 0.5139, 1.1562], [0.6578, 0.7379, 2.7235], [1.0547, 2.3093, 1.6883], [-1.0954, 2.7960, 2.5111]]}


Most stable structure - <P>; separation to the second - 78.5 kJ/mol.


<P>
{"formula": "C3H9N3O", "method": "ωB97M-V/def2-TZVPD", "homo_lumo_gap_ev": [7.523, 6.739], "lumo_ev": [0.8, 0.8], "e_homo_ev": [-6.74, -5.97], "elements": ["C", "C", "C", "N", "N", "N", "O", "H", "H", "H", "H", "H", "H", "H", "H", "H"], "xyz": [[-0.4145, 0.7291, 1.8856], [2.2343, 0.0787, 0.0622], [-1.6625, -0.8236, -1.0101], [0.9466, -0.0751, -0.5619], [-1.1171, 0.5564, -0.8890], [0.0442, 0.9069, -0.3974], [0.4142, 1.1996, 2.6211], [-1.4214, 0.1478, 2.1981], [2.9641, -0.2223, -0.6555], [2.4089, 1.1604, 0.3625], [2.1561, -0.5059, 0.9332], [-2.7702, -0.8218, -1.0021], [-1.1788, -1.2334, -1.8691], [-1.3579, -1.3798, -0.1192], [0.5469, -1.0167, -0.6479], [-1.7929, 1.2997, -0.9105]]}


<Q>
{"formula": "C3H9N3O", "method": "ωB97M-V/def2-TZVPD", "homo_lumo_gap_ev": 10.237, "lumo_ev": 0.9, "e_homo_ev": -9.38, "elements": ["C", "C", "N", "C", "N", "N", "O", "H", "H", "H", "H", "H", "H", "H", "H", "H"], "xyz": [[1.3348, -0.4933, 0.0260], [-2.5502, 0.5257, -0.2791], [-0.0985, -0.1365, -0.1662], [-0.9586, -0.2040, 0.7884], [2.0659, -0.4775, -1.2076], [1.9418, 0.4816, 0.9142], [-1.2324, -0.4150, 1.9156], [-1.3081, 0.3143, -0.7243], [1.3598, -1.5239, 0.4117], [2.9298, 0.2779, 1.0155], [2.0286, 0.4494, -1.6187], [1.6929, -1.1511, -1.8649], [1.5086, 0.4645, 1.8303], [-3.1971, -0.3333, -0.1230], [-2.7191, 0.8778, -1.3096], [-2.7981, 1.3434, 0.3917]]}


<R>
{"formula": "C3H9N3O", "method": "ωB97M-V/def2-TZVPD", "homo_lumo_gap_ev": 9.968, "smiles": "NCCNC(N)=O", "lumo_ev": 0.9, "e_homo_ev": -9.05, "elements": ["N", "C", "C", "N", "C", "N", "O", "H", "H", "H", "H", "H", "H", "H", "H", "H"], "xyz": [[-0.8177, 1.6297, -0.7368], [-1.4454, 0.3844, -0.3667], [-0.7109, -0.2756, 0.8326], [0.2381, -1.3260, 0.5592], [1.5513, -1.1043, 0.2147], [1.8127, 0.1338, -0.3812], [2.4340, -1.8961, 0.4938], [-0.3827, 2.1152, 0.0226], [-0.9853, 2.1642, -1.5653], [-1.4044, -0.3566, -1.1691], [-2.5016, 0.5021, -0.1124], [-0.2682, 0.4678, 1.5086], [-1.5683, -0.7196, 1.3424], [0.1585, -2.0873, 1.2055], [2.7461, 0.0111, -0.7479], [1.1438, 0.3572, -1.1000]]}


<S>
{"formula": "C3H9N3O", "method": "ωB97M-V/def2-TZVPD", "homo_lumo_gap_ev": 10.102, "smiles": "[H]/N=C(\\NC)NCO", "lumo_ev": 0.8, "e_homo_ev": -9.27, "elements": ["H", "N", "C", "N", "C", "N", "C", "O", "H", "H", "H", "H", "H", "H", "H", "H"], "xyz": [[0.2234, -2.0828, -1.1533], [0.7319, -1.2823, -0.7946], [-0.0109, -0.3246, -0.4004], [-1.4149, -0.1797, -0.5602], [-2.2186, -0.2403, 0.6524], [0.5210, 0.8247, 0.0869], [1.9520, 1.0347, 0.0153], [2.6442, 0.0360, 0.6855], [-1.7518, -0.8703, -1.2265], [-3.2531, -0.0079, 0.4022], [-2.1855, -1.2262, 1.1306], [-1.8444, 0.4982, 1.3600], [-0.2113, 1.5626, 0.0773], [2.2659, 1.0732, -1.0443], [2.1897, 1.9827, 0.5034], [2.3625, -0.7980, 0.2658]]}


Most stable structure - <R>; separation to the second - 64.3 kJ/mol.


<P>
{"formula": "C5H11N2", "method": "ωB97M-V/def2-TZVPD", "homo_lumo_gap_ev": 9.842, "smiles": "C[C@H]1CN=C[C@@H]1[NH3+]", "charge": 1, "lumo_ev": -3.9, "e_homo_ev": -13.75, "elements": ["C", "C", "C", "N", "C", "C", "N", "H", "H", "H", "H", "H", "H", "H", "H", "H", "H", "H"], "xyz": [[-1.7264, 0.9747, 0.3879], [-0.5025, 0.4834, -0.3427], [0.6674, 1.5181, -0.4293], [1.8443, 0.8630, 0.0470], [1.7087, -0.2589, 0.4710], [0.2822, -0.7776, 0.5006], [0.1110, -1.9925, -0.3889], [-1.2996, 1.3831, 1.3634], [-2.3733, 0.1530, 0.6445], [-2.2246, 1.8084, -0.0270], [-0.7039, 0.0135, -1.2751], [0.8716, 1.7248, -1.5690], [0.5899, 2.4781, 0.0482], [2.7254, -0.6834, 0.7157], [-0.1377, -0.9527, 1.5720], [0.6037, -2.8242, 0.0029], [0.4949, -1.7828, -1.3225], [-0.9312, -2.1279, -0.3985]]}


<Q>
{"formula": "C5H11N2", "method": "ωB97M-V/def2-TZVPD", "homo_lumo_gap_ev": 9.194, "charge": 1, "lumo_ev": -4.7, "e_homo_ev": -13.91, "elements": ["C", "C", "C", "C", "C", "N", "N", "H", "H", "H", "H", "H", "H", "H", "H", "H", "H", "H"], "xyz": [[0.0596, -1.8257, 0.7898], [-0.2987, 1.3645, 0.6341], [0.5837, 0.4210, -0.0593], [-0.2505, 1.2841, -0.8842], [0.1261, 2.3168, -1.9315], [0.6480, -2.9040, 0.3290], [-0.7416, -1.8585, 1.7877], [-1.1321, 0.9381, 1.2384], [0.1491, 2.1188, 1.2990], [1.5485, 0.1005, -0.1602], [-1.0316, 0.6572, -1.3744], [1.1939, 2.5387, -1.6262], [-0.5189, 3.2164, -1.6404], [0.0725, 2.0267, -2.9220], [1.4727, -2.8433, -0.3084], [0.4132, -3.7576, 0.6721], [-1.1901, -1.0130, 2.0550], [-1.1041, -2.7807, 2.1012]]}


Most stable structure - <P>; separation to the second - 238.8 kJ/mol.


<P>
{"formula": "C5H11N2", "method": "ωB97M-V/def2-TZVPD", "homo_lumo_gap_ev": 9.200, "charge": 1, "lumo_ev": -4.7, "e_homo_ev": -13.95, "elements": ["C", "C", "C", "C", "C", "N", "N", "H", "H", "H", "H", "H", "H", "H", "H", "H", "H", "H"], "xyz": [[-1.3797, -0.5439, 0.5810], [2.2047, 0.2189, -0.3151], [-2.4019, 0.1092, 0.2941], [-3.4569, 0.7689, -0.2992], [0.3893, -1.4370, -0.5517], [2.7826, 0.8354, 0.9067], [1.3767, -0.9456, 0.0629], [1.7567, 1.0579, -0.9046], [-0.7865, -0.8639, 1.3129], [3.0231, -0.1670, -1.0236], [-3.9419, 1.3796, 0.4106], [-2.9664, 1.4506, -1.0585], [-4.3003, 0.1743, -0.6935], [-0.0594, -2.4129, -0.4220], [0.0910, -1.0328, -1.5078], [3.7642, 0.6531, 1.0411], [2.4448, 1.8282, 1.1220], [1.4601, -1.0732, 1.0446]]}


<Q>
{"formula": "C5H11N2", "method": "ωB97M-V/def2-TZVPD", "homo_lumo_gap_ev": 8.883, "charge": 1, "lumo_ev": -3.6, "e_homo_ev": -12.47, "elements": ["C", "C", "C", "C", "H", "H", "H", "H", "H", "H", "N", "C", "N", "H", "H", "H", "H", "H"], "xyz": [[2.5946, -1.1858, 1.2592], [2.0922, -1.2726, 0.0294], [0.6438, -1.3086, -0.2639], [0.2249, -1.2952, -1.5355], [2.0301, -1.2464, 2.1800], [3.6691, -1.0901, 1.3680], [2.7362, -1.2925, -0.8430], [0.0391, -1.5846, 0.5978], [-0.8056, -1.4053, -1.8514], [1.0057, -1.3310, -2.2861], [-1.4397, 1.2061, -0.8753], [-1.5912, 1.3248, 0.4118], [-2.2321, 2.3058, 1.0040], [-1.9211, 1.8463, -1.4845], [-0.8086, 0.4975, -1.2795], [-1.1193, 0.5801, 1.0409], [-2.2537, 2.3224, 2.0073], [-2.8642, 2.9291, 0.5207]]}


Most stable structure - <Q>; separation to the second - 303.7 kJ/mol.